Density functional theory data (the ωB97M-V functional and the def2-TZVPD basis) for a molecular structure, C60H50GeN6PV in a non-equilibrium geometry.

Values from the calculation:
F_max = 0.0755 hartree/bohr
LUMO level (alpha / beta) = -11.74 / -13.77 eV
Electronic energy = -6005.67831 Eh
Multiplicity = 3
Total charge = +4

The geometry in XYZ format:
```
119
Properties=species:S:1:pos:R:3:forces:R:3
C 3.06609 -1.79982 0.31476 -3.2 -1.1 1.9
H -1.56718 -6.20197 -3.99867 -0.3 0.5 0.0
C 3.20266 -4.25178 0.63149 2.2 -1.0 -1.2
H 3.97661 -4.27968 -0.14971 -0.5 0.1 0.2
C 0.38870 0.69163 -1.97475 -1.9 -0.6 -2.8
C 0.75387 0.60977 6.30445 0.4 -0.4 0.4
C 7.48061 -3.17822 0.66880 0.2 -0.5 2.2
H 3.38262 -6.31962 0.98422 0.4 -1.2 -0.3
C -3.28733 -0.27027 -4.70569 -1.3 0.7 0.3
C -2.71362 1.55355 -6.71551 0.2 0.8 -1.6
N 2.08898 -0.85197 0.05394 2.0 1.0 -1.0
C -3.91373 0.81650 -6.80337 1.1 0.6 0.2
C -0.14931 0.37563 4.05415 0.1 -0.1 -1.0
C 2.88922 -5.43367 1.24875 -1.4 1.5 1.0
C -1.06400 0.16003 -3.65557 0.0 2.6 0.1
C -0.62120 7.18762 3.83430 -0.8 -1.9 -0.1
H -1.99498 -3.62385 0.72056 0.4 -0.1 0.0
H 1.62237 5.50806 0.34614 -0.2 0.0 -0.2
C -2.07257 0.41512 -4.69698 0.7 0.7 -0.5
C -1.13830 4.87884 3.18711 1.4 -0.4 -0.6
C 0.65205 7.03539 3.26804 -0.8 1.3 0.5
C 1.12510 2.28766 4.65819 1.0 1.3 0.1
C 2.71471 0.19842 -0.56439 1.1 -1.7 1.0
C 1.00744 5.86782 2.63327 0.9 -0.9 -0.3
N 4.06586 -0.00191 -0.60330 -2.0 -2.4 1.0
C 7.37884 -2.63108 -1.65863 -0.7 0.8 -1.2
C -3.33670 -1.98200 0.90722 -0.7 0.6 -0.4
C 2.66030 -3.03763 1.00803 0.6 1.1 -1.2
H -5.08415 2.79332 2.50528 0.3 0.3 0.0
C -3.61905 1.64694 1.38164 -0.8 -0.1 1.2
H 1.79739 -6.29794 2.85915 -0.4 0.3 -0.1
C -4.24142 -0.00655 -5.74448 -0.5 -1.3 1.4
C 0.04871 -0.09118 5.33200 -0.7 -0.2 0.7
N 0.75576 1.41951 1.21113 0.1 0.2 0.0
H -5.10112 -0.65819 0.94135 0.5 -1.7 0.8
C 6.21782 -2.64542 0.86691 -0.1 -0.2 0.1
H -5.23487 -4.28418 3.34189 -0.6 -0.5 0.6
C 1.94251 -5.37884 2.28892 0.7 -0.5 0.5
C -4.18591 1.43649 -0.93676 -0.3 -1.4 0.7
H -6.38245 -2.26426 2.52491 0.3 0.2 0.0
C -3.49728 -4.07067 2.18603 -0.7 1.5 -1.8
H -0.73083 -0.20899 3.33517 0.1 0.1 0.3
C 1.35061 1.79871 5.93923 0.2 -0.4 -0.2
H 8.08819 -3.48798 1.55987 -0.9 -0.1 -1.0
H 2.03915 5.76483 2.21425 -1.0 0.2 0.5
H -5.87930 2.42895 -1.70686 -0.2 0.2 0.2
H -5.25900 -0.48603 -5.66057 1.4 0.5 -0.3
C -1.07122 -2.39546 -3.25641 0.1 0.7 -0.6
C 0.50968 2.18796 2.33952 0.1 -0.8 -1.1
H 5.76029 1.18601 -0.15253 0.1 -0.3 0.5
C -1.46110 -2.79262 -4.55949 0.1 -0.3 0.7
C -5.57038 2.82419 0.43185 -0.3 -0.4 0.2
C -1.29510 -4.66846 -2.48608 0.1 -0.8 -0.3
H 5.46028 -1.71428 -2.29999 1.0 -0.1 0.3
N 0.19465 -0.68413 -2.00082 0.0 0.9 0.2
H -1.02350 -0.82170 1.31478 1.0 0.6 -0.5
H 1.85242 4.53121 -1.13690 -0.7 -0.1 1.1
C -4.65843 -1.64190 1.32516 -0.3 1.4 0.0
C -1.52380 6.07414 3.72864 0.1 2.1 0.2
C -0.68657 -0.97587 -2.95438 0.1 -2.6 -0.6
H -2.57531 6.26092 3.98193 0.6 -0.4 0.4
C -2.86804 -3.24427 1.22349 0.5 -1.3 1.1
H 0.20646 3.21818 -2.72392 -0.5 -0.4 0.2
H -1.37376 3.01512 -3.64746 0.6 -0.4 0.5
C 5.58851 -1.98411 -0.19099 -1.4 -0.6 -0.2
C -4.72412 -3.64208 2.67418 0.0 0.7 -0.4
H -0.67723 -2.92346 -1.24574 -0.4 -0.8 -0.5
H 5.64756 -2.76491 1.77366 0.5 0.3 0.6
H 0.16406 5.04618 -0.64882 1.2 -0.3 0.6
H -4.00328 0.99479 -1.88766 0.1 -0.3 -0.7
C -4.77642 2.46774 1.51914 0.8 -0.1 0.1
C -0.36878 2.59763 -3.42459 0.4 0.9 -1.3
C 1.70475 -3.03711 2.00873 -1.5 1.8 1.0
H -0.43846 -1.00182 5.60755 -0.2 -0.5 0.2
C -1.69967 -4.15619 -4.80574 0.7 0.5 0.6
H 4.67478 1.85828 -1.32598 -0.4 0.2 -0.1
C 8.03323 -3.23923 -0.58734 1.2 0.6 -0.5
H -2.94814 1.41825 2.24613 -0.9 0.3 -0.6
C 0.63761 3.51051 1.93768 -1.4 1.0 0.1
H -2.01698 -4.42378 -5.78645 0.0 -0.4 -0.6
V 0.25585 -0.09615 -0.03635 -1.0 -0.3 1.9
C 1.35568 -4.15581 2.70672 0.5 -0.9 -0.8
C 0.14898 4.75868 2.60240 0.6 0.2 0.3
P 1.81873 1.59619 -1.33458 0.8 0.8 -0.1
H 0.90802 0.22707 7.33310 -0.2 0.1 -0.9
C 0.43550 1.57976 3.67821 -0.1 1.0 0.5
H 7.88098 -2.45337 -2.62181 -0.3 -0.8 0.4
C -1.79354 1.40477 -5.69655 -0.3 -1.0 0.2
H 9.04484 -3.65291 -0.73037 -0.6 0.2 0.1
H 5.64185 0.48022 -1.77764 0.4 0.3 -0.1
C 6.11320 -2.07666 -1.48132 0.6 0.6 -0.7
H 0.20965 2.65421 -4.35875 -0.2 0.3 0.3
H -0.99071 8.03940 4.42237 0.6 -0.1 -0.7
H 1.57015 3.26774 4.39543 -0.2 -0.8 0.1
H -1.52682 -2.04921 -5.36219 -0.1 -0.5 0.3
C -5.35105 -2.46236 2.24085 1.0 0.0 -1.0
C 5.09504 0.93527 -0.96211 0.5 0.0 -1.1
H -0.83960 1.94741 -5.71856 -0.7 -0.4 -0.2
H 2.09965 2.21412 6.60395 -0.4 0.6 0.0
C -5.31480 2.23119 -0.80471 1.1 0.5 -0.1
H 0.68427 -4.10992 3.54963 -0.1 -0.1 0.0
H -1.77947 4.02786 3.24238 -0.5 -0.4 -0.2
C 4.27843 -1.34512 -0.07388 2.2 2.2 -1.4
H -4.48932 0.95711 -7.71955 -0.3 -0.2 0.6
N -0.37987 1.20389 -3.05594 0.2 -1.3 1.5
C 1.17608 4.72360 -0.25302 -0.5 -0.1 -1.2
N 1.00601 3.51812 0.59404 0.4 0.3 0.2
C -1.51095 -5.12728 -3.80651 -0.3 1.3 0.5
C -3.44252 0.98664 0.18304 1.0 1.5 -1.0
H -1.43867 -5.42823 -1.70275 0.6 0.6 -0.1
H -3.55748 -0.85594 -3.78364 0.2 0.3 -1.4
H 1.24595 -2.08055 2.30226 0.3 -0.3 0.0
Ge -2.17934 -0.55064 0.13646 -2.8 -1.2 0.8
H -2.49253 2.25084 -7.57439 -0.1 -0.8 1.2
C -0.97697 -3.33463 -2.23698 -0.3 0.1 0.7
H -3.24134 -5.09423 2.34391 0.7 -0.3 0.3
H -6.40322 3.52753 0.56509 0.3 -0.5 0.0
H 1.32562 7.88528 3.26848 0.1 -0.2 0.2
C 1.11788 2.24526 0.19620 -0.4 0.0 0.8
```
Forces are in eV/Å.



Density functional theory data (the ωB97M-V functional and the def2-TZVPD basis) for a molecular structure, C60H50N4O3P3SiTi in a non-equilibrium geometry.

Values from the calculation:
F_max = 0.0342 hartree/bohr
LUMO level (alpha / beta) = -1.67 / -1.76 eV
Electronic energy = -4924.07232 Eh
Multiplicity = 3
Total charge = +1

The geometry in XYZ format:
```
122
Properties=species:S:1:pos:R:3:forces:R:3
H -2.01152 -6.74563 2.11893 0.0 0.0 0.0
H -2.22497 -5.14740 0.29522 0.0 0.0 0.0
C 2.89941 4.37828 -2.68404 0.0 0.0 0.0
C -2.48697 -4.22903 -1.85837 0.1 0.0 0.0
H 5.32765 -3.25236 0.54363 0.0 0.0 0.0
C -0.22567 -5.86598 2.91888 0.0 0.0 0.0
C 0.57051 -3.92057 1.75397 -0.1 0.0 0.0
C 3.37086 -2.46561 -0.10648 -0.2 0.0 0.0
C 1.26211 -1.13722 -4.87582 0.0 0.0 -0.1
C 1.95292 -5.59080 -3.68162 0.0 0.0 0.0
H 1.59194 -5.14944 -0.34962 0.0 0.0 0.0
H -1.22381 -3.16312 4.69878 0.0 0.0 0.0
N 2.51371 -1.52124 0.45757 0.5 0.0 0.3
P -0.35172 -2.92218 -0.66420 0.1 -0.3 0.2
C -2.97490 -3.56319 3.52240 0.0 0.0 0.0
H 3.80323 1.65900 -0.81522 0.0 0.0 0.0
C -1.82304 -1.45295 3.55612 0.0 0.0 0.0
H 1.28452 -3.11366 1.67497 0.1 0.0 0.0
H -4.09900 0.83742 -3.28347 -0.1 0.0 0.0
C 0.56252 -3.99870 -1.84977 0.0 0.0 0.1
O 3.32019 1.38669 -0.02618 0.2 0.0 0.2
O -0.42328 1.02035 -0.03896 -0.8 0.8 0.2
N 1.29680 0.33150 1.98740 0.6 0.1 0.5
C 0.68772 -4.83083 2.79588 0.0 0.0 0.0
H -3.70508 1.81166 -5.43766 0.0 0.0 0.0
C -6.30909 2.00999 0.89732 0.0 0.0 0.0
H 3.35668 5.35691 -2.75540 0.0 0.0 0.0
C -4.14329 2.56948 6.41650 0.0 -0.1 0.0
C -3.78819 -4.44045 -2.27936 0.0 0.0 0.0
C 3.44254 3.30345 -3.36684 0.0 0.0 0.0
C 1.16367 2.94352 -1.83498 0.0 -0.1 0.0
H 4.98979 -1.63555 2.48446 0.0 0.0 0.0
H -7.18544 2.48258 1.32273 0.0 0.0 0.0
H 0.26241 2.81700 -1.24866 0.0 0.0 0.0
C -1.38587 -5.05511 0.96910 0.0 0.0 0.0
C -1.27177 -5.96206 2.01256 0.0 0.0 0.0
C -5.20069 1.76720 1.69194 0.0 0.0 0.0
H -7.14381 1.78396 -1.06756 0.0 0.0 0.0
C -2.03685 0.58907 -2.70873 0.1 0.0 -0.1
C 3.30469 -2.34190 -5.30362 0.0 0.0 0.0
H -4.07984 -5.41041 -2.66232 0.0 0.0 0.0
C 3.76166 -2.01419 -4.03324 0.0 0.0 0.0
C 1.45007 -4.97760 -1.40895 -0.1 -0.1 0.0
H -5.03743 -1.38035 -1.66378 0.0 0.0 0.0
H -2.92535 4.26388 5.91891 0.0 0.0 0.0
H -3.07692 -4.58199 3.87435 0.0 0.0 0.0
H 2.82242 -6.52706 -1.95766 0.0 0.0 0.0
H -4.46595 2.97781 7.36575 0.0 0.0 0.0
C 0.39463 -3.81761 -3.22224 0.0 0.0 0.0
C -4.04933 1.14866 1.20440 0.0 0.1 -0.1
C 2.14306 -5.76556 -2.31927 0.0 0.0 0.0
H 0.10915 1.98283 2.69501 0.0 0.0 0.0
H 3.33969 -0.96954 -2.21206 0.0 0.0 0.0
H -4.53017 -0.19111 4.49335 0.0 0.0 0.0
H 3.86492 0.53129 3.88514 0.0 0.0 0.0
C -2.06452 -2.99445 -1.35641 0.0 0.1 0.0
C 1.75113 4.19406 -1.91971 0.1 0.0 0.0
C -1.93944 -2.76391 3.99132 0.0 0.0 0.0
C 1.02428 1.42934 2.80408 -0.2 -0.2 -0.1
C -6.28583 1.62723 -0.42694 0.0 0.0 0.0
H 0.92061 -4.46784 -5.19190 0.0 0.0 0.0
C -0.72444 0.74935 -3.20045 -0.1 -0.1 0.0
C -4.59284 1.31736 6.00820 0.0 0.1 0.0
C -2.86115 1.53663 -4.81834 0.0 0.0 0.0
H -1.02124 -0.82707 3.93679 0.0 0.0 0.0
C -3.07457 0.97478 -3.57307 0.1 0.0 0.0
H 3.91565 -2.94630 -5.96235 0.0 0.0 0.0
C -3.76773 -1.73223 2.17571 0.0 0.0 0.0
C -3.87368 -3.05279 2.59771 0.0 0.0 0.0
C 3.12919 -1.11320 1.60881 0.1 -0.1 -0.1
C -2.98290 -1.92371 -1.31718 0.0 -0.1 0.0
N 4.31660 -1.77355 1.75434 0.1 0.0 -0.1
H -5.73644 -3.56443 -2.49698 0.0 0.0 0.0
H 1.30867 5.03128 -1.39428 0.0 0.0 0.0
H -0.28826 -3.05945 -3.58866 0.0 0.0 0.0
H -5.27115 0.75379 6.63656 0.0 0.0 0.0
C 2.05794 -1.90189 -5.72012 0.0 0.0 0.0
C 4.46498 -2.62025 0.66291 0.1 0.0 0.2
C -3.30111 1.50064 3.97574 0.0 0.0 0.0
C -0.52094 1.36593 -4.44019 0.0 0.0 0.0
H 3.13134 -2.97149 -1.02507 0.0 0.0 0.0
H -5.17640 0.75344 -1.97055 0.0 -0.1 -0.1
C -3.98680 0.79280 -0.16984 -0.2 0.0 0.0
H -2.17840 3.31523 3.76709 0.0 0.0 0.0
C -2.75421 -0.91310 2.66777 -0.1 0.1 0.1
C -1.56732 1.76076 -5.24873 0.0 0.0 0.0
H -4.67505 -3.67547 2.21753 0.0 0.0 0.0
H -5.24186 2.06708 2.72909 0.0 0.0 0.0
H 2.87348 2.19035 0.26433 0.0 0.0 0.0
C 2.51479 -0.13735 2.38977 0.0 0.1 0.0
C -2.85582 2.74992 4.39800 0.0 0.1 0.0
C 1.71314 1.84940 -2.51284 -0.1 0.0 0.0
H 3.28873 1.22201 -3.83751 0.0 0.0 0.0
Ti 0.73749 -0.45715 0.19932 -0.3 -1.2 -1.2
Si -2.57195 -0.11642 -1.03280 0.1 -0.1 0.1
H -4.49535 -1.33753 1.47624 0.0 0.0 0.1
N 2.97604 0.61859 3.43025 -0.1 0.0 0.1
C -4.17609 0.78741 4.79769 0.0 0.0 0.0
C 2.97229 -1.24148 -3.19629 0.0 0.0 0.0
H 0.49067 1.54333 -4.78163 0.0 0.0 0.0
H 4.32785 3.43784 -3.97567 0.0 0.0 0.0
C -5.14022 1.03516 -0.93434 0.1 0.0 0.1
C -3.27644 3.28786 5.60888 0.0 0.0 0.0
H 2.47827 -6.21780 -4.39100 0.0 0.0 0.0
C 1.71771 -0.78582 -3.60950 0.1 -0.1 0.1
P -2.64075 0.89651 2.37365 0.1 -0.2 -0.1
H 2.16053 2.33299 4.46373 0.0 0.0 0.0
H 0.28311 -0.82582 -5.21513 0.0 0.0 0.0
H -1.37117 2.23112 -6.20370 0.0 0.0 0.0
C -4.30094 -2.17285 -1.72286 0.1 0.0 0.0
H 1.49476 -4.72744 3.51062 0.0 0.0 0.0
C -4.70871 -3.41023 -2.19308 0.0 0.0 0.0
C 1.07651 -4.61238 -4.13042 0.0 0.0 0.0
H 1.69645 -2.15709 -6.70878 0.0 0.0 0.0
P 0.83706 0.22744 -2.36946 0.1 0.3 -0.2
H 4.73277 -2.35582 -3.69683 0.0 0.0 0.0
O -1.24322 -0.20365 0.00881 -0.5 0.5 -0.1
H -0.13311 -6.58466 3.72345 0.0 0.0 0.0
C 2.03004 1.60660 3.68100 0.2 -0.1 0.1
C 2.84940 2.04437 -3.28778 0.1 0.0 0.1
H -1.78275 -5.04832 -1.92154 0.0 0.0 0.0
C -0.44673 -4.03878 0.80444 0.0 0.1 0.0
```
Forces are in eV/Å.